A 5-piece molecular cluster, C5H20N10O5 overall at a distorted geometry, computed with ωB97M-V/def2-TZVPD.

Atoms and positions in Å:
1 C 0.39750 -1.86482 -3.55562
2 O 0.49573 -2.99310 -4.03334
3 N -0.72227 -1.09152 -3.72295
4 N 1.35916 -1.25398 -2.80487
5 H -1.47277 -1.40167 -4.30481
6 H -0.73139 -0.18538 -3.28454
7 H 2.15960 -1.79222 -2.52802
8 H 1.13617 -0.43378 -2.24185
9 C -1.61671 4.86955 -1.20410
10 O -2.22663 3.83048 -1.02958
11 N -2.23694 6.10090 -1.32736
12 N -0.24753 4.92272 -1.26232
13 H -3.24009 6.03670 -1.35147
14 H -1.76385 6.76666 -1.90947
15 H 0.28885 4.07382 -1.23162
16 H 0.20309 5.77863 -1.51848
17 C 2.60194 -2.89471 -0.09499
18 O 1.55216 -2.58157 0.47413
19 N 3.77177 -2.24973 0.16476
20 N 2.58247 -3.76887 -1.14417
21 H 3.65109 -1.69104 0.99502
22 H 4.61412 -2.48644 -0.31888
23 H 1.68557 -4.12802 -1.42480
24 H 3.38166 -4.28245 -1.46839
25 C -1.60096 -1.45783 4.15654
26 O -1.08608 -0.83617 3.24211
27 N -2.61793 -2.35459 3.94476
28 N -1.24142 -1.32937 5.48061
29 H -3.05843 -2.77915 4.73805
30 H -2.87479 -2.66812 3.02999
31 H -1.82097 -1.69373 6.21011
32 H -0.37958 -0.89059 5.73842
33 C 0.05378 0.86343 -0.02984
34 O 0.38812 0.87890 -1.23087
35 N -0.92019 1.68416 0.45414
36 N 0.71341 0.10630 0.86827
37 H -1.26537 1.59712 1.39276
38 H -1.54471 2.10689 -0.22193
39 H 0.29509 0.12217 1.78414
40 H 1.33732 -0.62960 0.57046

The SMILES is NC(N)=O.NC(N)=O.NC(N)=O.NC(N)=O.NC(N)=O. As for the total energy: -1126.49649 Eh. The charge is 0. The calculation puts the energy relative to the best compared isomer or geometry (same formula, charge and spin) at 12.50 kJ/mol. For the HOMO-LUMO gap, the calculation gives 9.34 eV.

The computed Mulliken charges, all in e, follow: C 0.505; O -0.703; N -0.324; N -0.349; H 0.192; H 0.193; H 0.236; H 0.394; C 0.578; O -0.655; N -0.471; N -0.348; H 0.255; H 0.208; H 0.206; H 0.167; C 0.777; O -0.692; N -0.418; N -0.446; H 0.247; H 0.177; H 0.215; H 0.167; C 0.610; O -0.644; N -0.370; N -0.393; H 0.155; H 0.214; H 0.162; H 0.205; C 0.771; O -0.900; N -0.364; N -0.265; H 0.149; H 0.296; H 0.073; H 0.189

***

C11H9B2CrN3O26S as an isolated structure at a distorted geometry, computed with ωB97M-V/def2-TZVPD.

Atoms and positions in Å:
1 Cr -1.14462 -0.87508 -0.42470
2 O 3.51435 3.91275 4.42946
3 C 2.44825 3.47764 4.12716
4 O 2.14114 2.17370 4.10257
5 B 0.78837 1.96824 3.58367
6 O 0.24919 3.33930 3.40338
7 C 1.16990 4.23447 3.69689
8 O 1.12131 5.41678 3.56092
9 O -0.00849 1.14593 4.51401
10 C -0.47013 0.09045 3.88981
11 O -1.21932 -0.73790 4.32156
12 C 0.06704 0.13020 2.44060
13 O 0.72117 1.24881 2.28313
14 O -0.11070 -0.74621 1.63530
15 O 1.07326 -0.54889 -1.01475
16 C 1.78258 0.42007 -1.12863
17 O 1.42076 1.59879 -1.53336
18 B 2.57279 2.53779 -1.51977
19 O 3.68487 1.72968 -0.97631
20 C 3.28006 0.50442 -0.72738
21 O 3.96289 -0.42043 -0.39025
22 O 2.85978 3.06594 -2.85058
23 C 2.67279 4.37574 -2.86264
24 O 2.83373 5.09575 -3.80239
25 C 2.20977 4.78997 -1.45000
26 O 2.24109 3.70895 -0.68482
27 O 1.89111 5.88850 -1.11597
28 S -3.06312 0.89185 -1.01834
29 O -3.04133 -0.59287 -1.26038
30 O -1.76838 0.97388 -0.22143
31 O -2.92371 1.66273 -2.24575
32 O -4.18551 1.37234 -0.22782
33 C -3.60987 -2.33810 2.99309
34 N -2.70577 -2.79739 1.90452
35 O -2.43002 -1.96602 1.06948
36 O -2.33192 -3.95438 1.89070
37 H -4.61723 -2.37585 2.59458
38 H -3.26843 -1.35974 3.30617
39 H -3.47172 -3.02027 3.82730
40 C 0.30603 -5.11119 -0.41853
41 N 0.25286 -3.90558 -1.27150
42 O 0.75797 -3.94175 -2.37340
43 O -0.32215 -2.95948 -0.78949
44 H -0.49071 -5.02331 0.31237
45 H 1.26979 -5.09620 0.08890
46 H 0.25215 -5.99268 -1.04577
47 C -0.48433 -2.05402 -5.03105
48 N -1.43094 -1.24278 -4.20848
49 O -2.41743 -0.80339 -4.75453
50 O -1.15969 -1.15988 -3.03412
51 H -0.53702 -3.05093 -4.60444
52 H 0.51202 -1.63908 -4.93593
53 H -0.84450 -2.04124 -6.05308

As for the total energy: -4037.84935 Eh. The charge is -2. As for the multiplicity: 5. As for the expectation value of S²: 6.02. The calculation puts the energy relative to the best compared isomer or geometry (same formula, charge and spin) at 0.00 kJ/mol. For the HOMO-LUMO gap (spin up / spin down), the calculation gives 6.35 / 6.56 eV.

The computed Mulliken charges, all in e, follow: Cr 1.197; O -0.609; C 0.632; O -0.517; B 1.044; O -0.456; C 0.589; O -0.601; O -0.573; C 0.253; O -0.655; C 0.658; O -0.320; O -0.449; O -0.384; C 0.422; O -0.467; B 1.182; O -0.571; C 0.390; O -0.642; O -0.595; C 0.531; O -0.621; C 0.588; O -0.352; O -0.611; S 1.492; O -0.707; O -0.709; O -0.721; O -0.754; C -0.806; N 0.898; O -0.166; O -0.627; H 0.288; H 0.266; H 0.312; C -0.866; N 0.789; O -0.530; O -0.276; H 0.276; H 0.289; H 0.327; C -0.720; N 0.725; O -0.530; O -0.083; H 0.204; H 0.244; H 0.322

***

C31H40BrIIrN3O3PS as an isolated structure, computed with ωB97M-V/def2-TZVPD.

Atoms and positions in Å:
1 Ir -0.87401 -0.07674 0.45059
2 Br -2.10203 3.00342 7.15724
3 C -1.40760 1.39025 6.47347
4 C -0.91484 0.42278 7.34005
5 N -0.41836 -0.73388 6.91382
6 C -0.40108 -0.96425 5.60645
7 C -0.86524 -0.04921 4.66808
8 C -1.38141 1.15978 5.11361
9 C -0.80020 -0.38256 3.21759
10 O -0.60344 -1.54410 2.84005
11 O -0.98205 0.59572 2.39950
12 H -0.92491 0.59164 8.41026
13 H -0.00219 -1.91566 5.27729
14 H -1.76230 1.89589 4.41987
15 C -1.00626 3.57002 1.92127
16 C -0.38946 3.38574 0.52751
17 C -0.53973 4.69474 -0.25956
18 C 1.10253 3.07232 0.69776
19 P -1.09864 1.96473 -0.45775
20 C -0.39933 2.19954 -2.10741
21 C 0.75858 1.54579 -2.51530
22 C 1.31296 1.81680 -3.75816
23 C 0.71242 2.73371 -4.60553
24 C -0.44403 3.39141 -4.20676
25 C -0.99250 3.13285 -2.96308
26 C -2.97747 1.92120 -0.54566
27 C -3.47091 1.35967 -1.88607
28 C -3.72679 3.23040 -0.28600
29 C -3.30460 0.89435 0.55835
30 H -0.43192 4.34785 2.42935
31 H -0.94224 2.66324 2.50972
32 H -2.03821 3.91135 1.89171
33 H -0.15260 5.49586 0.37350
34 H -1.57883 4.93371 -0.48546
35 H 0.03448 4.69282 -1.18413
36 H 1.59020 3.95759 1.11166
37 H 1.59344 2.83735 -0.25004
38 H 1.25767 2.25356 1.40187
39 H 1.22282 0.81791 -1.86581
40 H 2.21382 1.30224 -4.06565
41 H 1.14328 2.93803 -5.57673
42 H -0.91854 4.10886 -4.86292
43 H -1.88172 3.66999 -2.66353
44 H -3.35499 2.07460 -2.69461
45 H -4.53842 1.15071 -1.78246
46 H -2.97437 0.43277 -2.17470
47 H -3.56366 3.95385 -1.08312
48 H -3.47985 3.69689 0.66291
49 H -4.79607 3.00531 -0.27237
50 H -2.84702 -0.12785 0.35851
51 H -4.36238 0.62218 0.51011
52 H -3.07972 1.23981 1.56474
53 C -1.00230 -4.90409 1.93690
54 C 0.14044 -5.17380 0.96467
55 C 1.37731 -4.32398 1.22803
56 N 1.11524 -2.88222 1.07215
57 C 1.65293 -2.02527 0.27256
58 S 1.42441 -0.27789 0.54127
59 N 2.48861 -2.33257 -0.75800
60 C 2.30444 -3.38813 -1.69635
61 O 1.43210 -4.20024 -1.56027
62 C 3.23188 -3.32465 -2.85567
63 C 4.46591 -2.67859 -2.79338
64 C 5.29292 -2.66497 -3.90560
65 C 4.88664 -3.28913 -5.07613
66 C 3.65986 -3.93890 -5.13630
67 C 2.83453 -3.96457 -4.02640
68 H -1.83108 -5.58438 1.74507
69 H -1.38540 -3.88716 1.84488
70 H -0.68837 -5.04486 2.97359
71 H -0.17899 -5.01889 -0.06465
72 H 0.45907 -6.21549 1.04447
73 H 2.20306 -4.60711 0.58466
74 H 1.69670 -4.43912 2.26700
75 H 0.49265 -2.46691 1.77702
76 H 2.90193 -1.50850 -1.16953
77 H 4.80317 -2.22384 -1.87005
78 H 6.25717 -2.17751 -3.85482
79 H 5.53259 -3.27700 -5.94408
80 H 3.35078 -4.42901 -6.04964
81 H 1.87928 -4.47147 -4.04909
82 I -1.00975 -1.56473 -1.69636

As for the total energy: -5310.76385 Eh. The charge is +1. The calculation puts the energy relative to the best compared isomer or geometry (same formula, charge and spin) at 44.80 kJ/mol. For the HOMO-LUMO gap, the calculation gives 7.55 eV.

The computed Mulliken charges, all in e, follow: Ir 2.264; Br -0.163; C -0.219; C -0.147; N -0.593; C -0.319; C 0.283; C -0.159; C 0.263; O -0.864; O -0.801; H 0.382; H 0.483; H 0.474; C -1.839; C 2.377; C -1.903; C -1.814; P -0.171; C 1.194; C -0.525; C -0.663; C -0.743; C -0.876; C -0.771; C 1.875; C -1.529; C -1.593; C -1.955; H 0.602; H 0.139; H 0.269; H 0.563; H 0.264; H 0.435; H 0.557; H 0.355; H 0.302; H 0.348; H 0.501; H 0.394; H 0.462; H 0.423; H 0.397; H 0.535; H 0.101; H 0.318; H 0.276; H 0.485; H 0.245; H 0.654; H 0.347; C -1.145; C -0.091; C -1.015; N 0.369; C 0.068; S -0.507; N 0.066; C 0.182; O -0.461; C 0.374; C -0.302; C -0.835; C -0.381; C -0.655; C -0.428; H 0.410; H 0.163; H 0.317; H 0.207; H 0.333; H 0.405; H 0.512; H 0.105; H 0.452; H 0.547; H 0.429; H 0.410; H 0.413; H 0.466; I -0.325

***

CH13FeO6 as an isolated structure at a distorted geometry, computed with ωB97M-V/def2-TZVPD.

Atoms and positions in Å:
1 Fe 0.06494 0.12653 0.18422
2 C 1.04368 -2.05061 -1.76756
3 O 1.32431 -1.02243 -0.86875
4 H 1.76018 -2.02616 -2.59893
5 H 1.04353 -3.05765 -1.33894
6 H 0.10245 -1.89816 -2.32050
7 O -1.33286 -1.46208 0.38981
8 H -1.11700 -2.40350 0.43412
9 H -2.29789 -1.42284 0.37902
10 O 0.87165 -0.17872 2.18073
11 H 1.67268 0.18969 2.57401
12 H 0.73745 -1.02256 2.63289
13 O 1.25639 2.01026 0.21459
14 H 1.79202 2.34639 0.94359
15 H 1.33904 2.67596 -0.47961
16 O -1.37248 1.37842 1.26816
17 H -1.36562 1.47342 2.23118
18 H -1.42188 2.28187 0.92839
19 O -1.15361 1.07583 -1.48425
20 H -2.11601 1.16259 -1.49917
21 H -0.83096 1.82375 -2.00299

As for the total energy: -1760.83464 Eh. The charge is +1. As for the multiplicity: 5. As for the expectation value of S²: 6.01. The calculation puts the energy relative to the best compared isomer or geometry (same formula, charge and spin) at 0.00 kJ/mol. For the HOMO-LUMO gap (spin up / spin down), the calculation gives 7.68 / 7.72 eV.

The computed Mulliken charges, all in e, follow: Fe 1.131; C -0.753; O -0.715; H 0.273; H 0.284; H 0.232; O -0.437; H 0.292; H 0.267; O -0.473; H 0.281; H 0.281; O -0.441; H 0.270; H 0.270; O -0.500; H 0.306; H 0.356; O -0.515; H 0.303; H 0.289